(1)
A structure of composition C30H50P4STb in a non-equilibrium geometry, computed with wB97M-V/def2-TZVPD.

ORCA input file:
```
! wB97M-V def2-TZVPD RIJCOSX def2/J DEFGRID3
* xyz 3 7
H 1.022 -4.856 -0.477
H -3.356 1.720 0.543
C -1.649 -4.282 -0.835
H -2.655 -3.881 -0.991
H -0.016 -1.803 4.302
H -0.534 -3.955 -3.682
H -2.722 -1.821 2.378
S 2.127 -1.099 -2.693
H 1.779 2.600 -2.144
C -2.189 3.742 -0.089
H -1.513 -4.515 0.226
C -0.886 -3.040 -3.187
C 0.459 2.272 2.861
C 1.032 -4.275 -1.411
C 0.227 -3.511 2.328
H 2.459 -2.352 3.249
H 0.832 4.625 1.089
C 1.033 3.699 0.532
H -1.766 3.312 -0.997
C 2.904 -0.533 -5.261
H 2.518 -0.148 -1.623
C -3.389 -0.651 -1.136
H -1.327 4.346 3.146
H 2.538 -0.647 2.690
C -1.530 3.547 1.129
C -3.228 4.882 2.215
C -0.116 -1.071 3.484
H 6.097 -2.723 -4.973
C 4.379 -1.944 -3.939
H 2.923 -1.984 1.556
H 4.591 -2.450 -2.990
C 0.033 2.190 5.256
H 0.450 -0.173 3.752
H 5.627 -1.520 -7.094
H -1.520 1.992 3.750
H -1.172 -0.787 3.404
H 0.837 3.871 -0.530
H 1.992 0.058 -5.365
H -3.164 -1.553 -1.717
C 1.414 2.191 5.514
H -2.852 -2.842 0.930
C -3.403 4.431 -0.155
H 0.750 -4.189 1.648
P -0.379 -3.099 -1.420
P -0.082 2.371 1.094
H -3.680 5.295 3.126
P 0.522 -1.739 1.876
C -1.960 4.284 2.253
C -3.946 4.955 1.024
C 1.838 2.222 3.139
H 1.792 2.182 6.534
H 2.543 2.211 2.305
C -0.446 2.146 3.937
H -3.259 0.238 -1.765
H -0.719 2.343 -2.364
H 3.386 2.211 4.621
H -1.984 -2.981 -3.231
C 2.290 -1.676 2.395
H 2.073 3.402 0.661
H 0.596 -3.691 3.348
C -3.075 -1.856 1.343
H -4.351 0.466 1.326
H -3.905 4.543 -1.109
H 1.952 1.898 -3.845
H -0.842 -3.749 2.299
H 1.994 -3.753 -1.483
H -4.163 -1.713 1.348
H 0.913 -4.947 -2.273
C 5.216 -2.089 -5.047
H -2.900 1.081 2.136
H -1.526 -5.206 -1.426
C 3.201 -1.172 -4.029
C 2.309 2.200 4.440
H -0.657 2.251 6.105
H 3.529 -0.177 -7.308
H -0.416 0.734 -3.257
C -3.324 0.817 1.160
P -2.312 -0.495 0.351
C 4.927 -1.445 -6.259
Tb 0.556 -0.612 -0.959
H -4.430 -0.698 -0.793
C 0.012 1.683 -2.845
C 3.769 -0.668 -6.359
H -0.477 -2.171 -3.721
H -4.925 5.439 0.976
C 1.307 2.097 -2.994
*
```

Values from the calculation:
Orbital gap (alpha / beta) = 5.25 / 5.59 eV
Energy relative to the best compared isomer or geometry (same formula, charge and spin) = 62.0 kJ/mol
HOMO (alpha / beta) = -15.53 / -15.53 eV
<S²> = 12.73

***

(2)
A structure of composition C30H51BrN4P2Pt in a non-equilibrium geometry, computed with wB97M-V/def2-TZVPD.

ORCA input file:
```
! wB97M-V def2-TZVPD RIJCOSX def2/J DEFGRID3
* xyz 4 5
H 4.629 2.754 -2.355
H -0.433 1.967 4.756
C -2.648 4.722 -4.932
H 5.414 1.505 2.144
P 4.597 -0.132 -1.118
C -2.646 -3.320 1.279
H -2.708 -6.391 0.896
C 4.254 0.687 0.474
C -2.200 6.672 -6.291
C 4.000 -1.852 -1.081
C -1.970 -5.689 1.318
H 3.979 -2.200 -0.036
H 3.476 0.108 0.999
H 2.194 1.282 2.320
H 5.836 -0.163 1.743
H 2.972 -1.900 -1.475
C -4.352 -2.426 2.794
N -3.749 -3.526 2.053
H -4.271 -5.518 2.632
H 3.866 1.694 0.250
H -1.506 7.410 -6.691
C -4.579 -4.723 1.930
C 4.973 -2.710 -1.919
Br 1.492 -3.292 1.118
H -1.048 -5.255 -0.903
H -0.676 5.590 -5.193
H -2.928 -1.385 1.274
H 1.366 1.109 0.778
H 0.499 -1.466 4.412
H 6.017 -2.450 -1.703
H -4.567 -5.100 0.896
H 0.713 -0.791 -1.996
H -0.783 0.366 5.462
H -1.764 1.232 2.654
N -2.196 -2.082 1.123
H 3.421 0.030 -3.185
C 1.221 -0.895 3.801
H 0.118 1.038 -3.648
H -4.737 4.119 -4.977
Pt -0.276 -1.495 0.732
H -2.356 -4.166 -1.408
H -5.616 -4.458 2.183
H -4.835 -1.700 2.109
C -1.283 0.510 3.333
H 2.817 0.585 4.110
H 6.383 1.160 0.705
C 2.067 0.030 4.683
H -2.101 1.476 5.070
H -1.961 -0.359 3.392
C -0.099 -0.090 -1.820
H 1.260 3.440 1.500
N -3.485 6.780 -6.637
H -2.513 0.571 0.582
C -1.541 -4.299 -0.683
N -2.046 -4.382 0.687
C -1.121 1.112 4.733
C 1.203 1.324 1.847
C -4.364 5.888 -6.175
C -3.992 4.836 -5.324
C 3.665 0.772 -2.407
H 4.070 2.261 -3.950
C -1.732 5.655 -5.444
C 4.523 1.894 -3.022
H 4.820 -2.567 -2.995
C -1.950 0.660 -0.343
H 2.608 -0.579 5.416
C 0.607 2.717 2.008
H 1.456 0.748 5.239
C 5.542 0.800 1.311
H -5.403 6.002 -6.483
H -3.600 -1.910 3.417
H -0.389 2.799 1.558
H -0.969 -6.101 1.129
H 4.848 -3.778 -1.709
H -3.173 2.244 -1.140
H 5.529 1.537 -3.269
C -2.310 1.604 -1.287
C -0.441 0.900 -2.722
H -0.805 -3.485 -0.788
C -1.523 1.741 -2.437
H 0.546 3.017 3.063
H -2.111 -5.601 2.401
H 2.729 1.158 -1.975
C -1.836 2.769 -3.335
C -2.214 3.686 -4.047
C -0.848 -0.149 -0.633
H 1.837 -1.648 3.278
H -5.127 -2.837 3.452
P 0.234 -0.089 2.494
*
```

Values from the calculation:
Orbital gap (alpha / beta) = 6.52 / 3.67 eV
HOMO (alpha / beta) = -18.01 / -18.06 eV
<S²> = 6.06

***

(3)
A structure of composition C30H51ClN6O3Pb in a non-equilibrium geometry, computed with wB97M-V/def2-TZVPD.

ORCA input file:
```
! wB97M-V def2-TZVPD RIJCOSX def2/J DEFGRID3
* xyz -2 1
H -2.228 -0.285 -0.892
C -0.191 5.530 -0.813
H 1.021 -2.510 4.093
C 4.291 -1.210 -1.250
H -0.458 4.412 -3.406
O -0.569 -1.422 5.605
C -5.408 0.914 -0.981
H 2.977 -5.682 -0.946
H -0.794 -3.415 -0.198
C -2.163 2.513 -0.855
H -2.867 -0.809 4.785
H -4.070 -0.615 -2.830
H -0.255 -2.563 -2.545
C -2.908 4.403 -1.732
C 0.142 3.881 -2.659
N -3.412 2.304 -1.245
C 0.712 2.861 4.019
C -1.712 1.072 4.748
H 1.171 -6.079 -2.937
H 0.500 2.175 -0.857
H -4.198 1.031 -3.499
C 4.039 -3.736 -0.926
H -3.835 0.685 4.773
H 1.191 1.307 5.446
H 1.179 4.217 -2.745
H 1.657 0.936 3.777
H 0.120 2.811 -2.888
H 4.346 0.576 -2.450
H 5.906 -1.999 -2.496
H -0.303 2.807 0.569
O 1.413 -2.302 1.726
H -3.666 -0.759 0.013
C -0.257 -4.369 -0.330
C 0.607 -5.911 -2.016
H 4.990 0.222 0.195
H -2.709 0.657 0.509
H -6.010 1.401 -1.762
H 1.717 3.297 3.954
C -0.371 4.091 -1.242
C -2.926 0.213 4.381
C -3.931 3.494 -1.769
C -3.098 0.098 -0.352
C 0.866 1.392 4.402
C 5.760 -1.474 -1.548
H 0.210 2.949 3.044
C -0.396 0.543 4.155
H -3.031 0.161 3.288
H 0.396 -4.520 0.537
C 3.665 -0.276 -2.293
H 0.884 5.739 -0.745
H 1.265 3.482 0.047
Pb 0.727 -1.153 -0.512
H 4.483 -1.319 0.914
H 0.133 3.416 4.770
H -1.143 -4.043 -2.931
H 2.682 0.141 -1.994
H -1.854 2.069 4.315
H -5.581 1.374 0.001
N -1.798 3.739 -1.207
N 3.533 -2.498 -1.272
H -0.631 5.713 0.179
H 1.020 -6.527 -1.208
O -1.320 1.273 2.039
C 0.306 3.095 -0.299
H -0.416 -6.260 -2.201
H 3.256 -0.145 0.377
N 0.332 -0.272 1.880
H 0.449 -3.743 -3.678
H -0.609 6.230 -1.554
H -2.623 0.393 -2.940
H -4.962 3.610 -2.065
H 6.242 -2.014 -0.719
C -3.938 0.924 -1.327
C 3.017 -4.614 -1.059
H -1.029 -5.157 -0.324
H 6.263 -0.503 -1.642
H -1.642 1.137 5.842
C -3.704 0.413 -2.742
C -0.506 0.516 2.618
N 1.912 -3.904 -1.472
H -2.902 5.446 -2.028
C 0.867 -1.395 2.406
C -0.137 -3.639 -2.759
C 4.238 -0.580 0.142
H -5.734 -0.128 -0.919
Cl -0.214 0.338 -2.715
N 0.774 -1.586 3.781
C 2.212 -2.590 -1.531
H 3.537 -0.803 -3.249
H 5.092 -3.857 -0.728
C -0.122 -0.892 4.598
C 0.530 -4.442 -1.648
*
```

Values from the calculation:
Orbital gap (alpha / beta) = 2.11 / 2.09 eV
HOMO (alpha / beta) = 2.42 / 2.45 eV